Entry 1:
{
  "formula": "C2H5N5O",
  "method": "the ωB97M-V functional and the def2-TZVPD basis",
  "species": ["C", "C", "H", "H", "H", "H", "H", "N", "N", "N", "N", "N", "O"],
  "positions_angstrom": [[0.2507, -0.6774, 0.1512], [-2.0738, 0.1178, 0.0107], [2.5107, 0.7363, 0.6513], [1.6689, 0.7916, -0.7885], [1.9333, -1.8776, -0.2187], [-3.1023, 0.6951, 0.2609], [-1.2506, 1.9404, 0.0930], [2.3358, 0.2288, -0.2340], [1.5811, -0.9334, 0.1477], [-0.7338, -1.5098, -0.2346], [-1.9732, -1.1984, 0.0485], [-0.9894, 1.0945, -0.4709], [-0.1575, 0.5922, 0.5832]],
  "forces_ev_per_angstrom": [[-4.0, -1.5, -1.0], [-4.5, 1.2, -0.9], [-0.1, -0.3, -0.9], [0.9, -0.1, 0.3], [-1.0, 2.2, 0.6], [2.4, -1.8, -0.6], [-0.2, -0.4, -1.4], [-0.1, 0.0, 0.4], [0.4, -0.7, -0.4], [6.3, -0.9, -0.1], [-1.4, 5.4, 0.6], [-2.6, -1.5, 2.6], [3.8, -1.5, 0.8]],
  "mulliken_charge": [0.48, 0.16, 0.29, 0.31, 0.30, 0.26, 0.34, -0.64, -0.09, -0.42, -0.35, -0.37, -0.27],
  "homo_ev": -8.60,
  "spin_multiplicity": 1,
  "smiles": "NNC1=NN=CNO1",
  "orbital_gap_ev": 9.3
}


Entry 2:
{
  "formula": "C2H5N6O4",
  "method": "the ωB97M-V functional and the def2-TZVPD basis",
  "species": ["C", "C", "N", "N", "N", "N", "N", "N", "O", "O", "O", "O", "H", "H", "H", "H", "H"],
  "positions_angstrom": [[0.5116, 0.3986, 0.0088], [3.0650, -0.2231, -0.1973], [-0.2032, -1.6616, 0.0894], [1.5957, -0.4560, -0.1409], [1.0666, -1.6825, -0.1235], [-0.5778, -0.3803, 0.1237], [0.3839, 1.8491, 0.0758], [-4.4590, -0.3893, 0.0334], [1.4575, 2.3722, 0.0114], [-0.7027, 2.2794, 0.2353], [-3.1194, -0.8957, -0.0887], [-4.6061, 0.7901, 0.0982], [3.3948, 0.0108, -1.2153], [3.3241, 0.7138, 0.4307], [3.4686, -1.0314, 0.4964], [-3.0637, -1.8179, -0.0698], [-1.5362, 0.1238, 0.2325]],
  "forces_ev_per_angstrom": [[0.1, -2.9, -0.3], [0.4, 1.2, 2.8], [0.3, 0.3, -0.7], [-3.0, 2.2, 0.2], [0.1, -0.8, 0.6], [1.5, 3.1, 0.2], [1.8, -1.5, 0.1], [-2.7, 1.4, 0.3], [0.6, 1.3, -0.1], [-1.5, 0.7, 0.1], [1.0, 4.8, 0.0], [2.3, -3.6, -0.4], [0.1, -0.9, 0.3], [-0.9, -1.3, -1.1], [0.0, 0.6, -1.9], [-1.0, -2.6, 0.1], [1.0, -2.1, -0.2]],
  "mulliken_charge": [0.13, -0.68, -0.39, 0.53, -0.39, 0.34, 1.08, 0.30, -0.53, -0.56, -0.47, -0.24, 0.32, 0.31, 0.33, 0.38, 0.54],
  "homo_ev": -14.24,
  "spin_multiplicity": 1,
  "total_charge": 1,
  "orbital_gap_ev": 8.1
}


Entry 3:
{
  "formula": "C2H5N6O4",
  "method": "the ωB97M-V functional and the def2-TZVPD basis",
  "species": ["C", "C", "N", "N", "N", "N", "N", "N", "O", "O", "O", "O", "H", "H", "H", "H", "H"],
  "positions_angstrom": [[-2.0675, 0.2167, -0.5443], [-1.7981, -0.0159, 1.0252], [-0.0060, -1.6243, 2.2117], [-0.8211, -0.0730, -1.0924], [-0.6414, -0.9096, 0.9049], [1.3192, 0.1066, 0.1015], [-1.6370, 1.3575, 1.5973], [0.1474, -0.6374, -0.2463], [-3.0263, 0.6182, -1.1472], [1.1084, -1.7833, 2.0623], [-0.5624, 1.8711, 1.3606], [-2.6527, 1.7062, 2.1413], [-2.6910, -0.5293, 1.5814], [-0.8646, -0.0655, -2.0694], [1.9792, 0.1263, -0.6764], [1.0270, 0.9257, 0.5943], [0.4537, -1.5973, -0.4075]],
  "forces_ev_per_angstrom": [[-0.7, 0.4, 1.4], [-1.6, -2.6, -1.2], [0.3, 1.0, -1.0], [-1.0, 0.4, 0.3], [-2.1, 1.0, 2.2], [-0.1, -1.4, -0.8], [-0.6, -2.0, -0.1], [0.2, 0.4, 1.2], [1.7, -0.7, 1.0], [0.1, -0.8, 0.5], [-0.3, 1.1, 0.7], [1.1, 1.4, 0.0], [1.9, 1.0, -1.1], [1.3, -0.5, -2.0], [-0.3, 0.5, 0.3], [0.0, 0.9, -0.1], [0.2, -0.1, -1.5]],
  "mulliken_charge": [0.35, -0.28, 0.23, -0.22, -0.21, -0.30, 1.04, 0.46, -0.46, -0.18, -0.63, -0.49, 0.44, 0.27, 0.27, 0.32, 0.40],
  "homo_ev": -15.07,
  "spin_multiplicity": 1,
  "total_charge": 1,
  "smiles": "N[N@@H+]1NC(=O)[C@H]([N+](=O)[O-])N1N=O",
  "orbital_gap_ev": 9.7
}


Entry 4:
{
  "formula": "C2H5NO",
  "method": "the ωB97M-V functional and the def2-TZVPD basis",
  "species": ["C", "N", "C", "O", "H", "H", "H", "H", "H"],
  "positions_angstrom": [[0.5254, -0.5199, -0.7820], [-0.2262, 0.6427, -0.3093], [-0.8227, 0.6463, 2.0022], [-0.3727, -0.2340, 2.5738], [0.7112, -1.2546, 0.0147], [0.0912, -1.0541, -1.6380], [1.5232, -0.1757, -1.0932], [-0.3439, 1.3610, -0.9977], [-1.0854, 0.5882, 0.2294]],
  "forces_ev_per_angstrom": [[0.0, 0.1, 0.0], [0.5, 0.0, -0.3], [0.2, -1.1, 2.5], [-0.4, 1.2, -0.9], [-0.3, 0.3, 0.0], [-0.1, 0.1, 0.2], [-0.3, 0.0, 0.1], [0.1, 0.2, -0.4], [0.3, -0.7, -1.1]],
  "mulliken_charge": [-0.62, -0.39, 0.07, -0.18, 0.24, 0.25, 0.26, 0.16, 0.21],
  "homo_ev": -9.14,
  "spin_multiplicity": 1,
  "orbital_gap_ev": 10.3
}


Entry 5:
{
  "formula": "C2H5NO",
  "method": "the ωB97M-V functional and the def2-TZVPD basis",
  "species": ["C", "N", "C", "O", "H", "H", "H", "H", "H"],
  "positions_angstrom": [[-0.2205, -0.0337, 1.3607], [-0.1003, -0.6089, 0.1171], [0.1382, 0.2832, -1.0383], [-0.2260, -0.4706, 2.4803], [-0.1588, 1.0570, 1.2180], [-0.3500, -1.5552, -0.1136], [1.2233, 0.3435, -1.0683], [-0.1921, 1.3316, -1.0572], [-0.1137, -0.3470, -1.8987]],
  "forces_ev_per_angstrom": [[1.0, 0.8, -0.6], [-1.1, 1.1, 0.6], [1.5, -1.5, 0.0], [-0.5, -1.1, -0.2], [-0.2, 0.3, 0.0], [0.1, -0.1, 0.5], [0.3, 0.4, -0.4], [-0.8, -0.7, 0.3], [-0.4, 0.8, -0.2]],
  "mulliken_charge": [0.12, -0.15, -0.79, -0.52, 0.19, 0.25, 0.33, 0.29, 0.28],
  "homo_ev": -9.85,
  "spin_multiplicity": 1,
  "smiles": "CNC=O",
  "orbital_gap_ev": 10.8
}


Entry 6:
{
  "formula": "C2H5NO",
  "method": "the ωB97M-V functional and the def2-TZVPD basis",
  "species": ["C", "C", "H", "H", "H", "H", "H", "N", "O"],
  "positions_angstrom": [[0.9375, 0.6722, -0.9057], [-1.2102, -0.7548, 1.1918], [1.2191, 0.3902, -1.9500], [1.7995, 0.2881, -0.1748], [0.9146, 1.7749, -0.9976], [-2.1510, -0.8884, 0.6524], [-1.1721, -1.0643, 2.2739], [-0.0916, -0.4217, 0.5946], [-0.2457, 0.0039, -0.6846]],
  "forces_ev_per_angstrom": [[4.0, -0.1, -2.1], [1.9, -0.4, -0.4], [0.2, 0.0, 0.6], [-2.0, 1.1, -1.7], [-0.5, -0.4, 0.9], [0.1, 0.5, 0.1], [0.3, 0.3, -1.4], [-3.4, -0.9, 3.4], [-0.5, -0.2, 0.7]],
  "mulliken_charge": [-0.40, -0.31, 0.19, 0.26, 0.24, 0.28, 0.25, -0.40, -0.12],
  "homo_ev": -9.62,
  "spin_multiplicity": 1,
  "smiles": "C=NOC",
  "orbital_gap_ev": 10.9
}


Entry 7:
{
  "formula": "C2H5NO",
  "method": "the ωB97M-V functional and the def2-TZVPD basis",
  "species": ["C", "N", "C", "O", "H", "H", "H", "H", "H"],
  "positions_angstrom": [[-0.6373, -0.3364, -0.9951], [0.7346, -0.4016, -0.3830], [0.6247, 0.1916, 0.9504], [-1.7715, 0.1735, -0.5848], [-0.7814, -1.1382, -1.7559], [0.1471, 0.4442, -1.2220], [1.0015, -0.4478, 1.7063], [-0.5130, 0.3882, 1.2574], [1.1953, 1.1265, 1.0267]],
  "forces_ev_per_angstrom": [[-5.9, -3.3, 2.2], [-3.6, 1.1, -0.9], [-2.6, 2.1, 0.2], [4.6, -1.3, -0.8], [0.8, 0.9, -0.2], [3.7, 2.0, -0.1], [0.7, -1.1, 0.3], [2.5, -0.2, -0.8], [-0.2, -0.2, 0.0]],
  "mulliken_charge": [0.09, -0.32, -0.68, -0.53, 0.37, 0.25, 0.28, 0.27, 0.28],
  "homo_ev": -10.23,
  "spin_multiplicity": 1,
  "orbital_gap_ev": 9.6
}


Entry 8:
{
  "formula": "C2H5NO",
  "method": "the ωB97M-V functional and the def2-TZVPD basis",
  "species": ["C", "N", "C", "O", "H", "H", "H", "H", "H"],
  "positions_angstrom": [[-0.8553, 0.4392, -1.0047], [0.4118, 0.0645, -0.4918], [0.4667, -0.5558, 0.9249], [-0.8214, 1.3304, -1.8048], [-1.8399, -0.1212, -0.7487], [1.0716, 0.8144, -0.5604], [0.5073, 0.2771, 1.6610], [1.4281, -1.0588, 1.1322], [-0.3689, -1.1898, 0.8925]],
  "forces_ev_per_angstrom": [[1.5, -0.3, 0.2], [-1.3, -1.7, 2.7], [1.7, 2.3, -1.7], [-1.3, 0.7, -0.8], [1.8, 0.5, 0.0], [0.1, 0.4, -0.6], [-0.9, -0.6, -0.2], [-0.6, -0.3, -0.7], [-1.0, -0.9, 1.0]],
  "mulliken_charge": [0.18, -0.29, -0.71, -0.51, 0.26, 0.26, 0.24, 0.23, 0.34],
  "homo_ev": -9.74,
  "spin_multiplicity": 1,
  "smiles": "CNC=O",
  "orbital_gap_ev": 10.7
}


Entry 9:
{
  "formula": "C2H5NO",
  "method": "the ωB97M-V functional and the def2-TZVPD basis",
  "species": ["C", "C", "O", "N", "H", "H", "H", "H", "H"],
  "positions_angstrom": [[1.0440, 0.0566, 1.0109], [-0.7720, -0.9109, -0.2210], [-1.5758, -1.7161, -0.5058], [0.0180, -0.0212, -0.0040], [0.6044, -0.0627, 2.0055], [1.5315, 1.0293, 0.9520], [1.7924, -0.7255, 0.8527], [-1.5058, 1.0564, -2.3447], [-1.1368, 1.2941, -1.7456]],
  "forces_ev_per_angstrom": [[0.2, 0.0, 0.2], [-0.1, -0.1, -0.1], [0.4, 0.5, 0.1], [-0.5, -0.5, -0.1], [0.1, 0.1, -0.1], [-0.1, -0.1, 0.0], [0.0, 0.1, 0.1], [0.0, 0.1, 0.0], [0.0, 0.0, -0.1]],
  "mulliken_charge": [-0.69, 0.67, -0.44, -0.33, 0.29, 0.22, 0.29, 0.08, -0.08],
  "homo_ev": -10.43,
  "spin_multiplicity": 1,
  "smiles": "CN=C=O.[H][H]",
  "orbital_gap_ev": 11.2
}


Entry 10:
{
  "formula": "C2H5NO",
  "method": "the ωB97M-V functional and the def2-TZVPD basis",
  "species": ["C", "C", "H", "H", "H", "H", "H", "N", "O"],
  "positions_angstrom": [[-1.2606, -0.4685, 0.0093], [0.0840, 0.1058, -0.0009], [-1.2611, -1.5688, -0.2566], [-1.8902, -0.0330, -0.8111], [-1.9601, -0.3215, 0.9207], [1.1552, -1.8235, 1.4021], [2.0871, -0.2817, 0.5682], [1.1182, -0.6451, -0.3685], [0.1376, 1.3400, 0.0883]],
  "forces_ev_per_angstrom": [[-3.6, -2.4, -0.4], [-2.9, 4.2, 0.8], [0.1, 1.1, 0.6], [0.8, 0.0, 0.6], [1.8, -0.1, -1.1], [-0.3, 1.3, -2.6], [-3.4, -0.9, -4.1], [6.5, -2.2, 6.1], [1.0, -1.1, 0.1]],
  "mulliken_charge": [-0.72, 0.52, 0.30, 0.26, 0.26, 0.14, 0.34, -0.57, -0.52],
  "homo_ev": -10.11,
  "spin_multiplicity": 1,
  "orbital_gap_ev": 7.3
}


Entry 11:
{
  "formula": "C2H5NO",
  "method": "the ωB97M-V functional and the def2-TZVPD basis",
  "species": ["C", "C", "N", "O", "H", "H", "H", "H", "H"],
  "positions_angstrom": [[0.9525, -0.4792, -1.0762], [-0.6825, 0.9638, 1.0171], [-0.0599, -0.7674, -0.3435], [-0.7501, -1.7845, -0.1374], [1.3514, -1.3209, -1.6212], [1.3127, 0.4852, -1.0030], [-0.9768, 1.5766, 0.2355], [0.2544, 1.0945, 1.6357], [-1.4018, 0.2320, 1.2930]],
  "forces_ev_per_angstrom": [[-1.8, -2.7, 0.8], [0.9, 0.8, 3.3], [-0.1, -2.3, -1.3], [1.2, 1.5, -0.4], [0.5, 0.2, -0.4], [0.8, 1.7, -0.1], [0.0, 1.2, -1.3], [-1.3, -0.1, -1.1], [-0.2, -0.4, 0.5]],
  "mulliken_charge": [-0.40, -0.95, 0.21, -0.40, 0.29, 0.30, 0.38, 0.31, 0.25],
  "homo_ev": [-7.39, -9.94],
  "spin_multiplicity": 3,
  "s2": 2.01,
  "orbital_gap_ev": [8.4, 8.5]
}


Entry 12:
{
  "formula": "C2H5NO2",
  "method": "the ωB97M-V functional and the def2-TZVPD basis",
  "species": ["C", "C", "O", "O", "N", "H", "H", "H", "H", "H"],
  "positions_angstrom": [[-0.8216, 0.2071, 0.4826], [1.2602, -0.5754, -0.0840], [-1.8523, 0.2924, -0.4521], [1.8390, 0.4934, -0.6452], [0.0613, -0.8803, 0.1838], [-2.1761, -0.6034, -0.6088], [1.1948, 1.2075, -0.7637], [-1.2152, 0.0632, 1.5019], [-0.2664, 1.1884, 0.4313], [1.9765, -1.3929, -0.0458]],
  "forces_ev_per_angstrom": [[0.3, 1.0, -0.3], [0.2, -2.1, -1.2], [-0.5, 0.1, -0.4], [-0.3, 0.8, 0.6], [0.7, 0.5, 1.3], [0.0, 0.1, 0.0], [0.1, 0.0, -0.1], [0.2, 0.1, -0.2], [-0.8, -0.5, 0.3], [0.2, 0.1, -0.1]],
  "mulliken_charge": [-0.27, 0.18, -0.50, -0.44, -0.44, 0.32, 0.31, 0.24, 0.27, 0.34],
  "homo_ev": -9.83,
  "spin_multiplicity": 1,
  "smiles": "O/C=N\\CO",
  "orbital_gap_ev": 10.5
}


Quick rundown of max |F|, same order as above: 0.1237; 0.0956; 0.0636; 0.0533; 0.0421; 0.0946; 0.1378; 0.0663; 0.0139; 0.1789; 0.0688; 0.0473 hartree/bohr